{"formula": "C32H88N8O8", "method": "ωB97M-V with the def2-TZVPD basis set", "symbols": ["C", "O", "C", "C", "C", "N", "H", "H", "H", "H", "H", "H", "H", "H", "H", "H", "H", "C", "O", "C", "C", "C", "N", "H", "H", "H", "H", "H", "H", "H", "H", "H", "H", "H", "C", "O", "C", "C", "C", "N", "H", "H", "H", "H", "H", "H", "H", "H", "H", "H", "H", "C", "O", "C", "C", "C", "N", "H", "H", "H", "H", "H", "H", "H", "H", "H", "H", "H", "C", "O", "C", "C", "C", "N", "H", "H", "H", "H", "H", "H", "H", "H", "H", "H", "H", "C", "O", "C", "C", "C", "N", "H", "H", "H", "H", "H", "H", "H", "H", "H", "H", "H", "C", "O", "C", "C", "C", "N", "H", "H", "H", "H", "H", "H", "H", "H", "H", "H", "H", "C", "O", "C", "C", "C", "N", "H", "H", "H", "H", "H", "H", "H", "H", "H", "H", "H"], "xyz": [[-0.6861, 11.4789, 4.8214], [-1.2063, 12.7388, 5.0188], [-2.2838, 13.1265, 4.2383], [-2.4935, 14.6844, 4.3236], [-4.0207, 15.1113, 3.9974], [-1.7364, 15.4948, 3.3762], [-1.4128, 10.7293, 5.1345], [0.2340, 11.3286, 5.3862], [-0.3042, 11.3088, 3.8148], [-2.0527, 12.7771, 3.2320], [-3.1868, 12.6387, 4.6054], [-2.2470, 14.8957, 5.3642], [-4.3720, 15.1020, 2.9656], [-4.1642, 16.1286, 4.3613], [-4.6867, 14.4896, 4.5957], [-1.7201, 16.4181, 3.7853], [-0.7384, 15.3501, 3.4314], [6.8022, 18.8712, 1.2116], [5.4675, 19.0984, 0.9595], [4.6378, 18.7712, 2.0813], [3.1337, 18.7936, 1.6691], [2.7885, 20.0066, 0.7877], [2.3191, 18.7850, 2.8743], [7.2870, 19.7259, 1.6834], [7.2605, 18.7893, 0.2260], [7.0565, 17.9692, 1.7680], [4.9335, 17.8997, 2.6654], [4.7231, 19.5603, 2.8283], [3.0093, 17.9273, 1.0192], [1.7540, 20.1449, 0.4732], [3.5793, 20.0550, 0.0392], [2.9258, 20.9116, 1.3796], [2.5565, 17.8815, 3.2582], [1.3350, 18.6534, 2.6890], [-0.1408, 17.7611, 0.8315], [-0.0968, 18.6161, 1.9565], [-1.2020, 19.5261, 1.8412], [-1.1800, 20.6074, 2.9262], [-1.6311, 19.9995, 4.2945], [-2.1588, 21.5916, 2.6879], [-1.1199, 17.3918, 0.5264], [0.7369, 17.1147, 0.8427], [-0.0983, 18.3796, -0.0650], [-1.0817, 20.0779, 0.9089], [-2.1873, 19.0648, 1.9075], [-0.1545, 20.9437, 3.0787], [-2.6123, 19.5423, 4.1671], [-1.6680, 20.6862, 5.1402], [-1.0399, 19.1233, 4.5610], [-3.0344, 21.1960, 2.9992], [-2.1768, 22.3666, 3.3354], [0.9825, 20.7970, -4.0054], [0.0327, 21.6427, -3.4882], [-0.0135, 21.6534, -2.0500], [-0.5269, 22.9806, -1.4438], [-0.6249, 22.9380, 0.0433], [-1.8745, 23.3837, -2.0163], [0.6189, 20.4229, -4.9625], [1.0046, 19.9465, -3.3240], [1.9847, 21.1953, -3.8477], [-0.6278, 20.8265, -1.6935], [1.0032, 21.5324, -1.6763], [0.1635, 23.7777, -1.7192], [0.3283, 22.7580, 0.5405], [-1.3637, 22.1857, 0.3194], [-0.9869, 23.8858, 0.4418], [-1.9042, 22.8187, -2.8529], [-2.5469, 22.9620, -1.3916], [-5.4562, 23.0536, 2.2018], [-5.5623, 22.5391, 3.5250], [-5.3747, 23.5465, 4.5615], [-6.7195, 24.3031, 4.9993], [-6.6320, 25.4251, 6.1356], [-7.8571, 23.4357, 5.2452], [-5.1183, 22.2978, 1.4929], [-4.7810, 23.9057, 2.1236], [-6.4452, 23.3501, 1.8523], [-5.0253, 23.0590, 5.4717], [-4.6298, 24.3203, 4.3760], [-7.0511, 24.7562, 4.0650], [-6.0061, 25.1037, 6.9681], [-7.5665, 25.7927, 6.5596], [-6.2519, 26.3059, 5.6180], [-7.6792, 22.9664, 6.1216], [-8.6904, 23.9600, 5.4705], [0.8051, 10.7134, -0.5317], [0.7893, 11.5923, 0.5704], [-0.4248, 12.3260, 0.7915], [-0.5526, 13.5459, -0.1535], [0.6041, 14.5151, -0.0431], [-1.7595, 14.3014, 0.1821], [-0.0238, 10.0183, -0.3977], [1.6627, 10.0473, -0.6268], [0.7904, 11.2152, -1.4992], [-1.2913, 11.6649, 0.8069], [-0.2658, 12.8685, 1.7234], [-0.6147, 13.1178, -1.1540], [1.4907, 14.1255, -0.5435], [0.9141, 14.6888, 0.9873], [0.3581, 15.4624, -0.5228], [-2.5890, 13.7482, 0.0203], [-1.8409, 14.4513, 1.1776], [0.9168, 23.2972, 3.8736], [1.9378, 24.2811, 3.6053], [3.2181, 23.8461, 3.1534], [3.4064, 23.9269, 1.5820], [4.7837, 23.4616, 1.0153], [3.3177, 25.3346, 1.2189], [0.9068, 22.6392, 3.0047], [-0.0758, 23.6848, 4.1027], [1.0702, 22.6756, 4.7557], [3.9759, 24.5129, 3.5648], [3.3706, 22.9062, 3.6840], [2.6062, 23.3816, 1.0816], [4.7672, 23.7162, -0.0444], [5.0367, 22.4065, 1.1201], [5.6148, 24.0683, 1.3747], [2.5845, 25.8651, 1.6674], [4.1198, 25.8966, 1.4654], [-3.4783, 16.9842, -2.1192], [-4.7735, 16.4655, -2.1969], [-4.7779, 15.3367, -3.0728], [-6.1474, 14.7396, -3.2632], [-6.3341, 13.3708, -4.0711], [-7.0012, 15.6878, -3.8478], [-3.2546, 17.6055, -2.9865], [-2.6275, 16.3050, -2.0639], [-3.4782, 17.5808, -1.2070], [-4.4306, 15.7459, -4.0216], [-4.0279, 14.6179, -2.7431], [-6.5566, 14.5836, -2.2650], [-7.2395, 13.3458, -4.6775], [-6.3419, 12.4308, -3.5194], [-5.5394, 13.4489, -4.8130], [-6.8699, 16.4163, -3.1608], [-7.9924, 15.4947, -3.8670]], "atomic_forces_ev_per_a": [[0.48, -0.90, -0.12], [1.14, 1.55, 1.25], [-0.25, 0.86, -0.76], [-1.94, -0.94, -1.09], [1.07, -0.60, 1.57], [0.98, 0.16, 0.21], [0.00, -0.39, -0.24], [-0.24, 0.38, 0.61], [-0.60, -0.03, -0.58], [-0.50, 0.21, -0.51], [-0.31, -0.08, -0.09], [-0.24, 0.27, 0.18], [0.66, -0.32, -0.12], [0.08, 0.11, -0.03], [-0.14, -0.05, -0.01], [-0.62, 0.68, -0.28], [0.46, -0.92, -0.04], [1.45, 0.34, -0.91], [-1.54, -1.12, 0.91], [-1.02, 1.96, -0.05], [0.11, 0.53, -0.89], [1.18, 0.58, 1.07], [1.21, -0.99, 0.49], [-0.02, 0.15, 0.41], [0.26, -0.13, 0.00], [-0.36, -0.18, 0.16], [0.05, -0.69, -0.66], [0.13, 0.48, 0.14], [-0.29, -0.51, -0.04], [0.06, -0.85, -0.47], [-0.64, 0.10, -0.61], [0.30, 0.17, 0.39], [0.14, -0.20, 0.98], [0.17, 0.55, -0.36], [0.28, 1.07, -1.35], [-2.76, -0.02, -0.28], [0.68, 1.36, 0.53], [0.40, -1.99, 3.06], [0.80, -1.58, -0.39], [-1.59, 1.68, -1.33], [-0.20, -1.32, 1.39], [-0.61, -0.26, 0.14], [1.10, 0.61, -0.39], [-0.25, -0.21, -0.40], [0.03, -0.58, -0.34], [-0.13, 0.44, -0.45], [-0.41, 0.32, -0.09], [0.16, 0.18, -0.23], [0.50, 0.08, 0.31], [-0.57, -0.40, -0.57], [1.04, 0.38, 0.03], [0.09, -1.48, 1.39], [-1.68, 1.89, 1.15], [0.40, 0.81, -0.07], [-0.55, 0.59, -1.54], [-0.19, -0.17, 0.48], [1.49, -0.81, 0.48], [0.75, 0.43, -0.25], [0.07, -0.84, -0.19], [0.27, 0.30, -1.07], [-0.15, -0.30, 0.01], [0.22, -0.23, 0.15], [0.19, -0.05, -0.23], [0.07, -0.28, -0.04], [0.14, -0.08, 0.34], [-0.07, 0.09, -0.15], [-0.51, 0.23, -0.59], [-0.45, -0.04, 0.08], [-0.63, 0.16, -0.13], [0.99, 1.39, 0.98], [-1.88, -0.19, 1.25], [-0.94, 0.92, -0.67], [1.02, -0.49, -1.65], [0.39, -1.44, 0.70], [0.18, -0.29, 0.41], [0.11, 0.06, 0.15], [-0.11, 0.26, -0.03], [0.12, -0.60, -0.15], [0.07, -0.05, -0.73], [0.31, 0.78, -0.07], [0.22, 0.16, -0.06], [-0.39, -0.70, -0.30], [0.65, 0.17, 0.45], [0.02, -0.62, 0.21], [-0.01, 0.45, -0.38], [-0.77, -0.36, -0.13], [0.52, 0.08, 0.34], [1.76, 1.02, -0.56], [-0.62, -0.62, 0.30], [0.82, -0.45, -0.48], [-0.72, -0.34, -0.40], [-0.43, -0.02, -0.52], [0.51, 0.45, 0.91], [-0.48, 0.25, -0.07], [-0.18, 0.06, -0.06], [-0.16, -0.76, 0.66], [-0.22, 0.53, -0.35], [0.07, -0.10, -0.01], [-0.25, 0.10, 0.19], [-0.13, -0.14, 0.08], [-0.22, -0.22, -0.51], [0.51, 0.52, 0.50], [1.21, -0.47, -0.68], [-1.11, 0.90, 0.43], [-0.09, -0.91, -0.09], [0.79, 0.37, 1.36], [-0.60, 0.26, 0.00], [-0.46, 0.90, -0.62], [-0.48, -0.12, 0.03], [0.22, 0.91, -0.69], [0.90, -0.10, 0.19], [-0.16, 0.32, 0.12], [0.41, -0.64, -0.66], [-0.07, -0.02, -0.01], [-0.17, -0.26, -0.14], [-0.24, 0.01, 0.17], [-0.06, -0.01, 0.55], [-0.66, -0.57, 0.07], [0.64, -0.52, -0.04], [0.29, 1.20, 0.35], [-0.42, -1.47, 0.10], [0.67, 0.27, -0.94], [-1.64, -3.26, 1.05], [1.20, 1.41, -0.08], [-0.15, 2.65, -0.77], [-0.13, 0.35, -0.15], [-0.39, -0.79, 0.25], [0.25, 0.22, -0.13], [0.05, -0.29, -0.57], [-0.11, -0.31, 0.21], [0.41, -0.60, 0.65], [-0.23, 0.53, 0.31], [0.56, 0.27, 0.23], [0.20, -0.80, -0.13], [-0.62, 1.20, -0.48], [0.10, -0.58, 0.17]], "mulliken_charge": [-0.59, -0.35, -0.32, 0.21, -1.39, -0.30, 0.30, 0.28, 0.15, 0.01, 0.38, 0.40, 0.27, 0.36, 0.43, -0.01, 0.21, -0.85, -0.27, -1.07, 0.96, -1.01, -0.75, 0.30, 0.28, 0.33, 0.52, 0.35, 0.00, -0.13, 0.66, 0.00, 0.35, 0.57, -0.91, -0.32, -0.17, 0.87, -1.80, -0.22, 0.66, -0.01, 0.37, -0.45, 0.16, -0.32, 0.50, 0.39, 0.33, 0.31, 0.21, -0.70, -0.46, -0.46, 0.45, -0.66, -0.79, 0.30, 0.25, 0.31, 0.12, 0.42, 0.36, -0.28, 0.10, 0.40, 0.34, 0.28, -0.81, -0.35, -0.58, 0.27, -1.37, -0.65, 0.24, 0.35, 0.34, 0.36, 0.36, 0.27, 0.32, 0.42, 0.34, 0.23, 0.26, -0.73, -0.40, -0.52, 0.41, -1.29, -0.25, 0.32, 0.31, 0.27, 0.43, 0.08, 0.47, 0.40, 0.22, 0.28, 0.33, -0.25, -0.29, -0.48, -0.83, 1.88, -1.50, -0.79, -0.03, 0.25, 0.37, 0.33, 0.39, -0.77, 0.43, 0.24, 0.40, 0.25, 0.26, -0.67, -0.35, -0.78, 0.59, -1.26, -0.79, 0.41, 0.25, 0.18, 0.32, 0.34, 0.29, 0.36, 0.30, 0.32, 0.25, 0.25], "smiles": "COC[C@H](C)N.COC[C@H](C)N.COC[C@H](C)N.COC[C@H](C)N.COC[C@H](C)N.COC[C@H](C)N.COC[C@H](C)N.COC[C@H](C)N", "homo_ev": -8.846, "e_lumo_ha": 0.017, "charge": 0, "relative_energy_kcal_mol": 132.5, "multiplicity": 1, "homo_lumo_gap_ev": 9.32}